Entry 1:
Entry from OMol25: one molecule with the formula C14H19N3OS (wB97M-V/def2-TZVPD).

CARTESIAN COORDINATES (ANGSTROEM)
C1 1.449 5.728 1.217
C2 1.789 5.052 -0.105
C3 0.541 4.519 -0.805
C4 0.893 3.784 -2.101
O1 1.708 2.652 -1.885
C5 1.168 1.514 -1.372
C6 2.079 0.494 -1.087
C7 1.650 -0.712 -0.579
C8 0.300 -0.938 -0.330
C9 -0.172 -2.244 0.211
S1 -0.689 -3.350 -1.179
C10 -1.429 -4.598 -0.237
N1 -1.957 -5.682 -0.768
N2 -2.412 -6.358 0.306
C11 -2.143 -5.665 1.432
C12 -2.505 -6.116 2.793
N3 -1.524 -4.550 1.117
C13 -0.604 0.073 -0.623
C14 -0.185 1.288 -1.135
H1 0.967 5.024 1.893
H2 2.350 6.102 1.697
H3 0.772 6.564 1.056
H4 2.293 5.765 -0.761
H5 2.475 4.221 0.073
H6 -0.133 5.344 -1.047
H7 0.017 3.838 -0.130
H8 -0.016 3.510 -2.652
H9 1.498 4.435 -2.739
H10 3.124 0.676 -1.282
H11 2.369 -1.489 -0.370
H12 -1.048 -2.136 0.848
H13 0.613 -2.771 0.751
H14 -2.872 -7.246 0.186
H15 -2.158 -5.381 3.513
H16 -2.042 -7.078 3.010
H17 -3.585 -6.224 2.882
H18 -1.658 -0.089 -0.450
H19 -0.924 2.044 -1.349

As for the gap between HOMO and LUMO: 8.9251 eV. Its HOMO energy is -8.124 eV. The value obtained for the total energy is -1182.57183 a.u.

Here are the Löwdin charges for atoms 1 to 2, given in e: number 1, C, carries -0.115; number 2, C, carries -0.265

Entry 2:
Entry from OMol25: one molecule with the formula C25H29N3O2 (wB97M-V/def2-TZVPD).

CARTESIAN COORDINATES (ANGSTROEM)
C1 1.844 3.868 1.720
N1 1.571 2.449 1.670
C2 2.645 1.666 1.094
C3 2.715 1.723 -0.443
C4 3.884 0.860 -0.974
N2 3.507 -0.464 -1.412
C5 3.194 -1.463 -0.556
O1 3.361 -1.455 0.636
O2 2.695 -2.515 -1.258
C6 2.200 -3.598 -0.481
C7 0.737 -3.439 -0.150
C8 -0.097 -2.685 -0.964
C9 -1.446 -2.575 -0.678
C10 -1.973 -3.224 0.424
C11 -1.145 -3.967 1.248
C12 0.205 -4.072 0.965
C13 1.360 1.302 -1.016
C14 0.248 2.182 -0.432
C15 -1.098 1.778 -0.967
C16 -1.655 2.145 -2.174
C17 -2.937 1.705 -2.531
C18 -3.712 0.911 -1.708
C19 -3.165 0.536 -0.485
C20 -1.867 0.960 -0.149
C21 -1.550 0.454 1.135
C22 -2.647 -0.244 1.540
N3 -3.626 -0.202 0.570
C23 -4.921 -0.811 0.656
C24 -0.207 0.761 1.698
C25 0.268 2.114 1.120
H1 1.921 4.356 0.736
H2 2.783 4.023 2.250
H3 1.050 4.360 2.281
H4 3.585 2.026 1.518
H5 2.524 0.626 1.404
H6 2.911 2.760 -0.741
H7 4.627 0.742 -0.181
H8 4.358 1.350 -1.826
H9 3.185 -0.578 -2.360
H10 2.353 -4.493 -1.093
H11 2.789 -3.681 0.439
H12 0.314 -2.187 -1.830
H13 -2.081 -1.983 -1.320
H14 -3.028 -3.156 0.642
H15 -1.551 -4.467 2.115
H16 0.851 -4.650 1.610
H17 1.151 0.262 -0.760
H18 1.359 1.393 -2.106
H19 0.449 3.221 -0.725
H20 -1.113 2.786 -2.855
H21 -3.338 2.012 -3.486
H22 -4.704 0.605 -2.009
H23 -2.821 -0.781 2.454
H24 -5.709 -0.054 0.601
H25 -5.070 -1.521 -0.163
H26 -5.011 -1.340 1.603
H27 -0.222 0.834 2.786
H28 0.490 -0.036 1.433
H29 -0.440 2.870 1.484

As for the gap between HOMO and LUMO: 8.1542 eV. Its HOMO energy is -7.412 eV. The value obtained for the total energy is -1284.84818 a.u.

Here are the Löwdin charges for atoms 1 to 2, given in e: number 1, C, carries -0.089; number 2, N, carries -0.177

Entry 3:
Entry from OMol25: C31H25AsAuN4S2 as an isolated structure at a distorted geometry (wB97M-V/def2-TZVPD).

CARTESIAN COORDINATES (ANGSTROEM)
Au1 -0.695 2.725 0.166
S1 -2.943 1.964 -0.054
C1 -2.557 0.747 -1.268
N1 -3.275 -0.331 -1.411
N2 -4.309 -0.477 -0.597
C2 -5.085 -1.599 -0.583
C3 -6.110 -1.743 0.359
C4 -6.880 -2.888 0.370
C5 -6.657 -3.901 -0.552
C6 -5.644 -3.761 -1.490
C7 -4.863 -2.626 -1.511
N3 -1.517 0.844 -2.118
N4 -0.769 1.878 -2.024
C8 0.204 2.074 -2.964
C9 1.365 2.775 -2.624
C10 2.278 3.101 -3.603
C11 2.039 2.777 -4.932
C12 0.881 2.096 -5.278
C13 -0.023 1.731 -4.304
H1 -4.408 0.250 0.123
H2 -6.287 -0.963 1.086
H3 -7.658 -3.000 1.112
H4 -7.278 -4.785 -0.544
H5 -5.456 -4.553 -2.201
H6 -4.060 -2.494 -2.217
H7 1.536 3.052 -1.593
H8 3.182 3.622 -3.326
H9 2.741 3.076 -5.697
H10 0.672 1.854 -6.313
H11 -0.942 1.219 -4.545
S2 1.302 3.450 1.157
C14 1.152 2.495 2.625
C15 1.249 3.149 3.849
C16 1.108 2.455 5.034
C17 0.858 1.092 5.004
C18 0.796 0.428 3.791
C19 0.972 1.102 2.589
As1 0.818 0.212 0.862
C20 1.290 -1.600 1.478
C21 2.561 -2.155 1.425
C22 2.788 -3.444 1.875
C23 1.744 -4.193 2.388
C24 0.466 -3.660 2.436
C25 0.243 -2.377 1.969
C26 2.548 0.631 0.068
C27 2.691 0.285 -1.271
C28 3.875 0.524 -1.944
C29 4.931 1.125 -1.284
C30 4.803 1.469 0.052
C31 3.623 1.214 0.727
H12 1.415 4.217 3.845
H13 1.172 2.979 5.979
H14 0.719 0.548 5.928
H15 0.598 -0.640 3.780
H16 3.385 -1.573 1.032
H17 3.782 -3.870 1.833
H18 1.922 -5.198 2.742
H19 -0.350 -4.249 2.838
H20 -0.762 -1.958 1.983
H21 1.847 -0.160 -1.789
H22 3.967 0.256 -2.987
H23 5.852 1.335 -1.811
H24 5.627 1.946 0.564
H25 3.530 1.501 1.768

As for the gap between HOMO and LUMO: 6.2226 eV. Its total charge is -1. Its HOMO energy is -4.354 eV. The value obtained for the total energy is -4583.22027 a.u.

Here are the Löwdin charges for atoms 1 to 2, given in e: number 1, Au, carries 0.261; number 2, S, carries 0.453